Below is a cluster of 5 separate species, C35H83N5O7S in total, with properties calculated with ωB97M-V/def2-TZVPD.

Results
SMILES: C[C@@H](O)CNCCOCOC(=O)CCCCS(=O)(=O)O.CCN(CC)CC.CCN(CC)CC.CCN(CC)CC.CCN(CC)CC
Orbital gap, eV: 8.4
Max |F|, eV/A: 0.7

Cartesian coordinates (Å):
C  -12.00  2.07  -4.43
C  -11.56  2.64  -3.08
O  -12.72  2.99  -2.33
C  -10.70  1.62  -2.34
N  -10.19  2.02  -1.04
C  -9.71  3.38  -0.88
C  -8.56  3.71  -1.81
O  -7.38  3.10  -1.30
C  -6.29  3.33  -2.14
O  -5.18  2.65  -1.60
C  -4.57  3.25  -0.56
O  -4.92  4.31  -0.11
C  -3.42  2.45  -0.01
C  -2.92  1.29  -0.88
C  -1.49  0.86  -0.49
C  -1.36  -0.63  -0.10
S  -0.22  -1.53  -1.10
O  0.10  -2.79  -0.47
O  0.85  -0.66  -1.49
O  -1.15  -1.83  -2.36
H  -12.95  2.52  -4.72
H  -12.07  0.99  -4.42
H  -11.27  2.34  -5.20
H  -11.00  3.56  -3.29
H  -12.57  2.77  -1.40
H  -9.89  1.30  -3.01
H  -11.34  0.75  -2.19
H  -10.82  1.75  -0.30
H  -9.30  3.47  0.13
H  -10.49  4.15  -0.97
H  -8.74  3.37  -2.83
H  -8.43  4.80  -1.81
H  -6.07  4.40  -2.24
H  -6.47  2.89  -3.13
H  -2.61  3.18  0.13
H  -3.72  2.09  0.97
H  -3.59  0.45  -0.74
H  -2.93  1.58  -1.93
H  -0.81  1.08  -1.31
H  -1.14  1.46  0.36
H  -0.92  -0.73  0.90
H  -2.32  -1.14  -0.09
H  -0.85  -2.66  -2.76
C  -0.86  -10.04  -0.21
C  -0.39  -8.77  -0.91
N  -0.93  -7.56  -0.32
C  -0.74  -6.38  -1.14
C  0.70  -5.91  -1.39
C  -0.69  -7.40  1.10
C  0.76  -7.39  1.59
H  -1.94  -10.08  -0.16
H  -0.51  -10.91  -0.77
H  -0.46  -10.12  0.80
H  -0.73  -8.80  -1.95
H  0.71  -8.77  -0.95
H  -1.31  -5.56  -0.70
H  -1.21  -6.58  -2.11
H  1.13  -5.44  -0.51
H  0.72  -5.17  -2.18
H  1.35  -6.73  -1.70
H  -1.22  -8.19  1.63
H  -1.18  -6.47  1.41
H  1.35  -8.20  1.13
H  0.79  -7.54  2.67
H  1.27  -6.45  1.38
C  3.98  -7.87  -2.04
C  5.37  -7.45  -2.50
N  5.39  -6.12  -3.08
C  6.62  -5.81  -3.78
C  7.92  -5.73  -2.96
C  4.84  -5.07  -2.24
C  5.47  -4.84  -0.86
H  3.26  -7.77  -2.85
H  3.99  -8.91  -1.72
H  3.65  -7.27  -1.19
H  5.71  -8.15  -3.28
H  6.07  -7.57  -1.66
H  6.48  -4.86  -4.31
H  6.75  -6.57  -4.56
H  7.96  -4.83  -2.36
H  8.77  -5.71  -3.64
H  8.04  -6.59  -2.31
H  3.77  -5.26  -2.11
H  4.88  -4.13  -2.81
H  5.62  -5.79  -0.33
H  4.80  -4.23  -0.25
H  6.42  -4.32  -0.91
C  3.49  0.81  -0.81
C  3.25  2.28  -0.49
N  3.66  2.65  0.85
C  3.17  3.95  1.26
C  3.67  5.19  0.50
C  5.04  2.35  1.19
C  6.15  2.96  0.31
H  3.03  0.17  -0.07
H  3.06  0.57  -1.78
H  4.56  0.57  -0.87
H  2.17  2.47  -0.57
H  3.72  2.89  -1.27
H  3.39  4.08  2.33
H  2.08  3.93  1.19
H  4.70  5.44  0.76
H  3.05  6.06  0.77
H  3.60  5.07  -0.58
H  5.16  1.27  1.18
H  5.20  2.65  2.23
H  5.92  2.85  -0.75
H  7.09  2.43  0.50
H  6.31  4.01  0.52
C  0.69  7.76  6.69
C  2.20  7.68  6.55
N  2.63  6.64  5.64
C  4.05  6.36  5.72
C  5.04  7.46  5.30
C  2.07  6.70  4.30
C  2.28  7.98  3.48
H  0.27  6.79  6.97
H  0.43  8.48  7.47
H  0.20  8.09  5.77
H  2.63  7.45  7.53
H  2.58  8.68  6.27
H  4.25  5.46  5.12
H  4.27  6.08  6.75
H  5.07  7.60  4.22
H  6.05  7.18  5.62
H  4.80  8.42  5.76
H  0.99  6.53  4.38
H  2.45  5.84  3.74
H  2.10  8.88  4.07
H  1.59  7.99  2.64
H  3.29  8.03  3.07